# 1
C4H10NO as an isolated structure in a non-equilibrium geometry. Source: the OMol25 dataset; level of theory: ωB97M-V/def2-TZVPD.

```
16
Properties=species:S:1:pos:R:3:forces:R:3:nbo_charge:R:1
C 1.53292 -0.27719 -0.20979 0.13 0.82 -1.75 0.1885
O 1.87497 -0.55097 -1.40969 0.39 0.71 0.70 -0.7754
C 0.15068 -0.11306 0.25002 -0.34 -1.02 -0.30 0.0599
C -0.81761 0.03526 -0.94540 0.01 0.15 -0.34 -0.4582
C -2.20395 -0.51094 -0.65029 0.61 -0.13 2.13 -0.6355
N -0.31777 -0.21468 1.54193 0.39 0.54 0.42 -1.0783
H 3.33902 1.96060 1.61552 -0.31 -0.05 -0.09 -0.0329
H 2.29485 -0.11370 0.55491 0.07 -0.56 0.46 0.1284
H 0.69247 -1.22810 0.10662 -0.74 -0.93 0.56 0.2469
H -0.36200 -0.45742 -1.79662 0.11 0.20 -0.28 0.2267
H -0.84031 1.12415 -1.11828 -0.11 -0.18 -0.28 0.1819
H -2.47942 0.02899 0.27246 -0.64 -0.05 -0.48 0.2246
H -2.99354 -0.56692 -1.39020 0.15 0.44 -0.39 0.1840
H -2.05937 -1.50466 -0.21488 -0.10 -0.26 -0.32 0.2059
H 2.66352 1.70268 1.40534 0.33 0.17 0.17 0.0275
H -0.47446 0.68596 1.98835 0.03 0.15 -0.20 0.3059
```
Forces are in eV/Å.

As for the charge: -1. The calculation puts the max |F| at 2.215 eV/Å. For the energy relative to the best compared isomer or geometry (same formula, charge and spin), the calculation gives 77.1 kcal per mole.

=====

# 2
C4H10NO as an isolated structure in a non-equilibrium geometry. Source: the OMol25 dataset; level of theory: ωB97M-V/def2-TZVPD.

```
16
Properties=species:S:1:pos:R:3:forces:R:3:nbo_charge:R:1
C 1.98006 0.17267 0.49591 -0.79 0.11 0.73 -0.6509
C 1.37511 -0.59085 -0.64995 -0.07 1.56 -3.08 -0.3179
N -0.34501 -0.98172 -0.51855 2.22 1.44 -1.76 -0.5854
C -0.89291 0.25543 0.02604 -0.73 -0.50 1.35 -0.2946
C -2.44342 0.27876 -0.02139 -0.10 1.13 -0.04 -0.0079
O -2.88242 1.39861 0.59837 -0.14 0.02 -0.07 -0.9763
H 2.03839 -0.42327 1.40570 0.24 -0.31 0.06 0.1941
H 1.30344 0.98295 0.78104 0.32 0.16 -0.24 0.2409
H 2.96451 0.57469 0.27024 0.08 -0.04 -0.15 0.2071
H 1.31149 0.02306 -1.55047 0.34 0.15 0.11 0.2074
H 1.94222 -1.48210 -0.93595 -0.30 -0.17 0.23 0.1861
H 0.41764 -1.33545 0.01124 -1.28 -2.77 3.56 0.3375
H -0.47951 1.18877 -0.37423 -0.24 -0.13 -0.70 0.1551
H -0.70499 0.36572 1.10077 0.08 -0.15 0.12 0.1557
H -2.74622 0.21713 -1.10119 0.07 -0.18 0.01 0.0702
H -2.83840 -0.64439 0.46243 0.29 -0.34 -0.14 0.0790
```
Forces are in eV/Å.

As for the charge: -1. The calculation puts the max |F| at 4.687 eV/Å. For the energy relative to the best compared isomer or geometry (same formula, charge and spin), the calculation gives 84.8 kcal per mole.

=====

# 3
One molecule with the formula C4H10NO in a non-equilibrium geometry. Source: the OMol25 dataset; level of theory: ωB97M-V/def2-TZVPD.

```
16
Properties=species:S:1:pos:R:3:forces:R:3:nbo_charge:R:1
C -1.78960 1.60624 -0.33220 0.64 -2.47 -1.10 -0.4201
N -1.16324 0.28023 -0.03270 -1.88 -1.30 1.38 -0.6510
C 0.03527 0.26592 0.86260 -0.36 0.65 0.09 -0.2399
C 0.98396 -0.99100 0.80658 -1.16 -1.24 -1.11 -0.4465
C 1.43912 -1.32352 -0.65232 -1.16 1.27 -0.22 -0.1433
O 2.38435 -2.29696 -0.70705 -0.71 0.64 -0.54 -0.2779
H -2.14866 2.08558 0.55638 0.19 0.38 0.53 0.2008
H -1.02251 2.17293 -0.90338 -0.87 0.50 0.24 0.1681
H -2.70949 1.32502 -0.92121 1.09 0.74 0.24 0.2129
H -1.03892 -0.24430 -0.88677 0.15 0.09 0.22 0.3523
H 0.38316 1.12378 0.36922 3.02 1.29 -0.22 0.1733
H -0.13197 0.73166 1.89536 -0.44 -1.48 -1.07 0.2021
H 0.51688 -1.99102 1.15853 0.32 1.87 -0.19 0.2152
H 1.95074 -0.93121 1.31036 -0.42 0.64 0.52 0.2297
H 1.77947 -0.35986 -1.16735 0.43 -0.88 0.49 0.2252
H 0.53146 -1.45348 -1.35604 1.17 -0.71 0.73 0.1991
```
Forces are in eV/Å.

As for the charge: 0. Its spin multiplicity is 2. The calculation puts the max |F| at 3.293 eV/Å. For the energy relative to the best compared isomer or geometry (same formula, charge and spin), the calculation gives 47.5 kcal per mole.

=====

# 4
An isolated ion of composition C4H10NO and charge +1 in a non-equilibrium geometry. Source: the OMol25 dataset; level of theory: ωB97M-V/def2-TZVPD.

```
16
Properties=species:S:1:pos:R:3:forces:R:3:nbo_charge:R:1
C -0.24781 1.56575 -0.13126 -1.60 -1.86 0.81 -0.0892
C -0.79040 0.01580 -0.40590 5.93 3.97 1.96 -0.0858
C 1.11114 -0.05613 0.58253 -5.31 3.22 -3.46 0.1770
C -1.99174 -0.46524 0.24750 0.38 0.81 0.49 -0.6899
N 2.10464 -0.47215 -0.35279 -1.91 -3.32 0.53 -0.6795
O 1.07946 1.34738 0.42552 -1.01 -0.15 0.05 -0.5404
H -0.25797 2.17154 -1.05506 0.27 -0.01 0.74 0.2036
H -0.95421 1.90669 0.65335 0.74 0.60 -0.51 0.1955
H -0.56112 -0.08602 -1.44378 -0.31 -1.30 -0.66 0.1956
H 0.87403 -0.47508 1.49803 0.82 -1.04 1.86 0.2266
H -2.32794 0.06624 1.13896 0.36 0.31 -0.13 0.2391
H -1.78422 -1.44744 0.54706 -0.52 -1.83 0.12 0.2455
H -2.70892 -0.34796 -0.51781 -1.51 -0.56 -0.61 0.2543
H 2.96501 -0.68405 0.03608 3.00 0.40 0.83 0.4373
H 2.05372 0.18136 -1.09346 0.61 0.86 -1.16 0.4625
H 1.78040 -1.39848 -0.63360 0.05 -0.11 -0.85 0.4476
```
Forces are in eV/Å.

As for the charge: +1. The calculation puts the max |F| at 7.404 eV/Å. For the energy relative to the best compared isomer or geometry (same formula, charge and spin), the calculation gives 104.6 kcal per mole.

=====

# 5
A 2-piece molecular cluster, C4H10NO overall in a non-equilibrium geometry. Source: the OMol25 dataset; level of theory: ωB97M-V/def2-TZVPD.

```
16
Properties=species:S:1:pos:R:3:forces:R:3:nbo_charge:R:1
C -1.49261 -1.58810 -0.46388 -0.67 1.33 2.14 -0.0899
C -1.01186 -0.20067 -0.31594 -1.26 -3.58 -0.64 0.3407
C 2.67959 0.10755 0.96550 -0.72 -2.77 0.84 -0.8585
C -0.63827 0.88808 -1.09042 3.22 1.16 -0.61 -0.2302
N -1.70578 1.05557 -0.06665 -1.34 1.02 1.67 -0.5505
O -0.52697 -1.06630 0.54511 0.46 -0.61 0.84 -0.3952
H -2.44965 -1.89538 -0.03016 0.31 0.28 -0.09 0.2215
H -1.03866 -2.29030 -1.09188 0.62 -0.54 -1.28 0.2314
H 1.78613 -0.36069 1.53344 1.43 1.11 -0.89 0.2124
H 3.17659 0.88121 1.48642 0.23 0.82 0.75 0.2268
H 3.40887 -0.72542 0.83297 -0.49 0.58 0.08 0.2364
H -0.74927 0.86963 -2.16091 -0.75 0.54 -0.09 0.2773
H 0.32863 1.28554 -0.72246 -0.79 0.44 -0.40 0.2707
H 2.42181 0.43833 -0.01282 -0.43 0.30 -0.80 0.1848
H -2.71371 1.00773 -0.20518 0.14 0.42 -0.63 0.4582
H -1.47485 1.59323 0.79683 0.03 -0.50 -0.89 0.4642
```
Forces are in eV/Å.

As for the charge: +1. The calculation puts the max |F| at 3.847 eV/Å. For the energy relative to the best compared isomer or geometry (same formula, charge and spin), the calculation gives 89.4 kcal per mole.

=====

# 6
An isolated ion of composition C4H10NO and charge +1 in a non-equilibrium geometry. Source: the OMol25 dataset; level of theory: ωB97M-V/def2-TZVPD.

```
16
Properties=species:S:1:pos:R:3:forces:R:3:nbo_charge:R:1
C -0.60665 0.76262 -0.38323 -0.85 0.08 -2.04 -0.5864
C 0.17063 1.72750 0.46684 1.33 -2.21 -0.59 -0.2253
C -0.01544 -0.63710 -0.42713 1.89 1.53 1.17 0.3552
C 1.67101 -2.01864 -1.63121 -2.73 -2.95 -0.55 -0.2688
N -0.21322 1.85443 1.91952 1.22 1.11 -0.65 -0.7082
O 0.52823 -1.11253 -1.53477 -0.38 1.01 2.13 -0.4293
H -1.62721 0.57696 -0.14095 -1.11 0.36 0.94 0.2553
H -0.75961 1.20330 -1.39265 0.53 -0.47 0.33 0.2788
H 1.23860 1.49626 0.41983 -0.01 0.50 -0.05 0.1830
H 0.25876 -0.83008 0.69632 0.17 -1.12 -2.26 0.1627
H 1.29334 -2.74349 -2.40981 0.93 1.17 0.10 0.2278
H 1.73649 -2.75695 -0.82171 0.27 1.02 0.61 0.2112
H 2.53995 -1.48432 -1.89600 0.85 0.56 -0.16 0.2223
H 0.57191 1.88371 2.58228 0.17 0.94 -0.61 0.4405
H -0.68038 1.08895 2.31269 -2.01 -1.29 0.36 0.4181
H -0.73293 2.73139 1.85040 -0.25 -0.25 1.26 0.4631
```
Forces are in eV/Å.

As for the charge: +1. The calculation puts the max |F| at 4.057 eV/Å. For the energy relative to the best compared isomer or geometry (same formula, charge and spin), the calculation gives 120.9 kcal per mole.